The following is a DFT calculation (ωB97M-V/def2-TZVPD) of 2 unconnected molecules or ions with the total composition Cl2H2NPS.

Values from the calculation:
- Energy relative to the best compared isomer or geometry (same formula, charge and spin): 133.0 kJ/mol
- Charge: 0
- Highest occupied orbital energy: -10.04 eV

Positions of all 7 atoms, in Å:
S: -0.10 -1.11 1.21
H: -2.37 -0.72 -1.29
Cl: -0.75 2.11 0.67
N: -2.11 0.20 -0.95
P: -1.07 0.23 0.19
H: 2.59 0.57 1.21
Cl: 2.98 0.55 0.00


The following is a DFT calculation (ωB97M-V/def2-TZVPD) of a molecular structure, C27H30ClGdNOP2.

Values from the calculation:
- ⟨S²⟩: 16.069
- Charge: +1
- Highest occupied orbital energy (spin up / spin down): -9.97 / -10.54 eV
- 2S+1: 8

Positions of all 63 atoms, in Å:
C: -3.23 0.87 -4.10
N: 0.16 0.35 -2.65
C: 3.12 -1.31 0.55
H: -0.49 -4.52 -0.34
C: -0.08 2.73 -3.17
H: -0.94 1.21 7.19
H: 2.46 -0.30 -2.13
C: -0.78 -2.22 -2.24
H: 2.24 5.18 -2.54
C: -2.66 -2.54 -0.10
C: -1.62 -1.20 -2.95
C: 1.97 1.79 -2.09
H: -2.92 -3.48 -0.63
C: -2.91 -1.45 -3.40
Cl: -2.69 -0.84 3.14
H: -3.86 1.66 -4.52
C: -0.36 1.53 1.75
C: 0.66 1.60 -2.66
H: 3.49 3.23 -1.63
Gd: -0.28 -0.08 0.82
C: 2.50 3.07 -2.06
H: -1.96 3.31 -4.09
H: 2.85 -2.13 -0.14
H: -4.72 -0.67 -4.33
C: -0.03 -3.63 0.13
C: -1.09 0.13 -3.08
C: 0.63 0.29 6.05
O: -0.49 2.56 2.28
C: -0.04 -0.80 3.97
C: 0.96 -0.43 4.89
C: 0.52 4.03 -3.12
H: 1.41 0.56 6.75
H: -2.72 0.58 5.59
H: 2.42 2.44 0.97
H: 2.97 -1.66 1.58
C: 0.28 -1.60 2.72
H: -0.25 -2.56 2.82
H: 1.99 -0.71 4.73
H: 2.73 1.26 2.27
H: 1.03 -3.57 -0.17
C: -0.69 0.65 6.29
H: -2.83 -2.67 0.98
H: 1.36 -1.69 2.83
H: -0.08 -3.74 1.23
C: -1.37 2.48 -3.68
H: -3.30 -1.72 -0.45
H: -1.10 -3.25 -2.49
H: -0.04 4.89 -3.51
H: -0.80 0.75 -0.39
C: -1.92 1.19 -3.64
H: 0.28 -2.08 -2.49
C: 2.88 1.46 1.20
C: 2.65 0.59 -1.51
C: -3.71 -0.42 -3.98
H: -3.33 -2.46 -3.30
H: 3.74 0.75 -1.42
P: -0.90 -2.06 -0.36
C: -1.38 -0.42 4.23
H: 4.19 -1.05 0.40
P: 2.01 0.15 0.22
C: -1.69 0.30 5.39
H: 3.96 1.50 0.97
C: 1.78 4.18 -2.58


The following is a DFT calculation (ωB97M-V/def2-TZVPD) of a single C22H29N3O2S molecule.

Values from the calculation:
- SMILES: CC(C)(C)NC(=O)CN(Cc1cccs1)C(=O)CCN1CCc2ccccc21
- Energy relative to the best compared isomer or geometry (same formula, charge and spin): 26.4 kJ/mol
- Charge: 0
- Highest occupied orbital energy: -7.70 eV

Positions of all 57 atoms, in Å:
N: 1.43 -0.77 3.32
C: -0.06 0.08 -5.03
O: 2.43 -2.63 2.47
H: 2.75 -1.01 5.64
H: -1.56 -0.28 -6.51
C: -1.03 -1.81 -1.72
H: 1.47 2.02 -1.68
C: -2.28 -2.67 0.01
H: -0.64 0.22 4.65
C: -0.16 1.44 -0.37
C: 1.23 -1.09 -0.73
H: -3.08 -3.11 0.58
H: -2.31 4.18 -4.21
H: 1.95 -1.91 -0.67
H: 0.76 3.37 -0.79
N: -0.27 2.76 -2.47
C: 0.84 0.94 0.65
C: 2.62 -0.55 1.26
C: -2.25 -2.40 -1.31
H: -2.01 3.25 -1.38
N: 1.54 -0.18 0.36
C: -2.34 3.32 -3.53
C: -1.48 3.56 -2.28
C: -0.16 -1.65 -0.68
C: 0.53 2.44 -1.33
H: -0.26 -0.51 6.21
H: -0.45 -2.88 5.20
H: 3.04 0.36 1.67
H: 1.37 -0.59 -1.70
H: -3.38 3.13 -3.28
H: -3.06 -2.60 -1.99
H: 1.24 0.21 3.12
C: -2.07 1.38 -5.25
C: 2.05 -1.82 5.43
S: -0.82 -2.23 0.81
H: -0.93 -2.09 3.69
C: 0.17 -0.16 5.28
H: 3.38 -1.09 0.69
H: 0.58 -0.72 -5.37
H: -0.82 -1.50 -2.73
H: -0.95 1.96 0.18
H: 1.30 0.64 -3.47
C: 0.35 0.84 -3.94
C: -0.08 -2.45 4.27
H: 0.43 -3.22 3.70
C: 2.15 -1.45 2.42
C: -1.26 0.33 -5.67
O: 1.05 1.57 1.68
C: -0.48 1.86 -3.50
H: -3.00 1.59 -5.75
H: 1.68 -2.21 6.37
C: 0.89 -1.31 4.57
H: 0.86 0.65 5.49
H: -1.20 4.61 -2.17
C: -1.68 2.13 -4.17
H: 2.58 -2.61 4.90
H: -0.60 0.64 -0.95


The following is a DFT calculation (ωB97M-V/def2-TZVPD) of a molecular structure, C16H16ClIrN5O5Se.

Values from the calculation:
- ⟨S²⟩: 0.759
- Energy relative to the best compared isomer or geometry (same formula, charge and spin): 177.1 kJ/mol
- Charge: 0
- Highest occupied orbital energy (spin up / spin down): -7.82 / -8.20 eV
- 2S+1: 2

Positions of all 45 atoms, in Å:
C: 1.17 1.16 -2.16
C: -2.01 2.01 3.17
N: -2.91 -1.85 -1.62
N: 1.51 0.96 -0.88
H: -3.02 2.40 3.16
C: 3.40 1.76 -2.75
C: -3.63 -3.00 -2.09
N: 2.11 0.30 1.53
C: 1.94 0.45 2.94
C: 3.77 1.51 -1.44
O: -0.99 -3.00 -0.86
H: 4.14 2.08 -3.48
O: 4.26 1.12 1.36
C: -1.47 1.46 2.03
H: 2.06 -0.47 3.51
C: 3.17 0.79 0.89
C: 0.05 1.54 4.28
H: -2.32 -2.23 0.38
C: 0.54 1.00 3.10
H: -1.71 1.17 -1.58
H: 0.68 1.55 5.15
H: 1.75 1.70 -4.14
O: -0.01 -1.96 -3.13
C: -1.23 2.05 4.32
N: -1.30 -0.63 -0.55
O: 1.19 -4.09 -1.83
H: 2.65 1.19 3.33
C: 2.08 1.56 -3.12
Ir: 0.47 -0.23 0.51
N: -0.23 0.97 1.99
H: -3.58 -0.30 -2.90
C: 2.81 1.10 -0.54
C: -1.88 -1.96 -0.58
Cl: -0.23 -1.89 2.01
H: 0.15 0.94 -2.44
H: -2.04 1.38 1.11
H: -4.36 -2.69 -2.84
O: 1.33 -1.57 -0.85
C: -1.95 0.12 -1.43
H: -2.94 -3.72 -2.54
C: -2.92 -0.61 -2.11
Se: 0.50 -2.66 -1.78
H: -1.63 2.47 5.24
H: 4.78 1.61 -1.08
H: -4.16 -3.49 -1.27